[1]
{
  "formula": "C52H93BeF6O26",
  "method": "wB97M-V/def2-TZVPD",
  "symbols": ["Be", "C", "O", "O", "C", "F", "F", "F", "C", "C", "H", "H", "H", "H", "H", "H", "C", "O", "C", "C", "O", "C", "H", "H", "H", "H", "H", "H", "H", "H", "H", "H", "C", "O", "C", "C", "O", "C", "H", "H", "H", "H", "H", "H", "H", "H", "H", "H", "C", "O", "C", "C", "O", "C", "H", "H", "H", "H", "H", "H", "H", "H", "H", "H", "C", "O", "C", "C", "O", "C", "H", "H", "H", "H", "H", "H", "H", "H", "H", "H", "O", "C", "O", "C", "C", "C", "H", "H", "H", "H", "H", "H", "O", "C", "O", "C", "C", "C", "H", "H", "H", "H", "H", "H", "O", "C", "O", "C", "C", "C", "H", "H", "H", "H", "H", "H", "O", "C", "O", "C", "C", "C", "H", "H", "H", "H", "H", "H", "O", "C", "O", "C", "C", "C", "H", "H", "H", "H", "H", "H", "O", "C", "O", "C", "C", "C", "H", "H", "H", "H", "H", "H", "O", "C", "O", "C", "C", "C", "H", "H", "H", "H", "H", "H", "C", "C", "O", "C", "O", "C", "F", "F", "F", "H", "H", "H", "H", "H"],
  "xyz": [[2.881, 2.375, 1.169], [-0.186, 1.361, 0.086], [0.994, 0.513, 0.178], [0.468, 2.626, 0.120], [-1.193, 0.971, -1.126], [-1.896, -0.108, -0.694], [-1.945, 1.953, -1.577], [-0.577, 0.476, -2.121], [0.775, -0.868, 0.445], [2.224, -1.377, 0.586], [2.156, -2.370, 1.029], [2.603, -1.401, -0.436], [2.844, -0.649, 1.109], [0.441, -1.343, -0.477], [0.172, -1.123, 1.317], [-0.682, 1.239, 1.049], [-7.597, 2.370, 3.602], [-6.928, 1.810, 2.483], [-6.777, 2.667, 1.393], [-5.940, 2.214, 0.273], [-4.582, 1.817, 0.595], [-4.298, 0.565, 1.198], [-7.634, 1.686, 4.450], [-8.602, 2.730, 3.381], [-6.972, 3.208, 3.912], [-6.305, 3.600, 1.698], [-7.729, 2.947, 0.941], [-5.910, 3.012, -0.470], [-6.485, 1.420, -0.237], [-4.371, -0.326, 0.575], [-4.897, 0.352, 2.084], [-3.238, 0.632, 1.445], [8.943, -5.447, -1.165], [7.671, -4.885, -1.362], [7.259, -5.030, -2.771], [5.803, -4.545, -2.910], [5.705, -3.155, -2.474], [5.296, -3.039, -1.098], [9.799, -5.151, -1.772], [9.061, -6.462, -1.544], [9.153, -5.302, -0.105], [7.436, -6.069, -3.048], [7.893, -4.345, -3.334], [5.160, -5.258, -2.393], [5.506, -4.624, -3.956], [6.129, -3.262, -0.430], [4.404, -3.604, -0.827], [4.993, -2.015, -0.879], [-5.441, -1.336, -4.759], [-4.645, -0.977, -3.646], [-3.926, 0.286, -3.737], [-4.802, 1.448, -3.176], [-6.129, 1.732, -3.742], [-6.057, 2.238, -5.070], [-4.925, -1.441, -5.714], [-6.073, -0.511, -5.088], [-6.029, -2.250, -4.675], [-3.560, 0.547, -4.730], [-3.046, 0.126, -3.114], [-4.274, 2.393, -3.049], [-4.891, 1.210, -2.117], [-5.814, 1.458, -5.791], [-5.241, 2.944, -5.224], [-7.048, 2.626, -5.309], [-4.577, 2.400, 8.443], [-4.126, 2.030, 7.191], [-4.639, 2.857, 6.144], [-4.123, 2.308, 4.799], [-2.699, 2.531, 4.798], [-2.000, 2.292, 3.526], [-4.349, 3.455, 8.594], [-3.967, 1.858, 9.166], [-5.650, 2.281, 8.596], [-4.456, 3.907, 6.374], [-5.710, 2.684, 6.033], [-4.639, 2.922, 4.061], [-4.211, 1.236, 4.623], [-2.153, 3.096, 2.806], [-2.292, 1.299, 3.182], [-0.925, 2.276, 3.710], [-2.567, 3.524, -6.802], [-1.661, 3.607, -5.968], [-1.824, 3.237, -4.659], [-0.726, 3.620, -3.902], [0.435, 3.686, -4.912], [-0.251, 4.076, -6.211], [-0.298, 2.931, -3.174], [-0.872, 4.553, -3.359], [0.929, 2.726, -5.064], [1.202, 4.390, -4.590], [0.167, 3.454, -7.004], [-0.142, 5.147, -6.384], [3.777, 0.980, -0.668], [3.664, 0.872, -1.870], [4.726, 0.752, -2.593], [4.500, 0.400, -3.956], [3.103, 0.963, -4.099], [2.451, 0.961, -2.739], [4.588, -0.678, -4.093], [5.244, 0.814, -4.636], [2.566, 0.352, -4.826], [3.080, 1.968, -4.519], [1.911, 0.043, -2.504], [1.904, 1.853, -2.436], [4.543, 0.704, 2.267], [5.255, 0.395, 3.242], [5.706, -0.827, 3.492], [6.662, -0.853, 4.516], [6.425, 0.465, 5.287], [5.883, 1.393, 4.246], [7.659, -0.812, 4.076], [6.546, -1.744, 5.133], [7.348, 0.787, 5.770], [5.657, 0.327, 6.048], [6.713, 1.907, 3.761], [5.145, 2.057, 4.696], [4.452, -4.627, 2.647], [3.325, -4.153, 2.825], [2.241, -4.728, 2.365], [1.009, -4.183, 2.786], [1.370, -3.009, 3.634], [2.908, -2.987, 3.726], [0.674, -5.036, 3.378], [0.317, -3.960, 1.974], [0.866, -3.038, 4.600], [1.078, -2.003, 3.332], [3.166, -3.187, 4.766], [3.237, -2.011, 3.368], [-2.435, -3.272, 0.862], [-2.253, -3.750, -0.266], [-1.546, -4.868, -0.410], [-1.699, -5.380, -1.751], [-2.158, -4.171, -2.576], [-2.803, -3.278, -1.545], [-2.453, -6.166, -1.782], [-0.755, -5.834, -2.052], [-2.855, -4.427, -3.374], [-1.277, -3.762, -3.072], [-3.887, -3.280, -1.433], [-2.541, -2.237, -1.734], [-5.497, 5.475, -0.754], [-4.361, 5.653, -0.300], [-3.982, 6.775, 0.232], [-2.521, 6.850, 0.500], [-1.991, 5.643, -0.147], [-3.177, 4.686, -0.279], [-2.291, 6.903, 1.565], [-2.084, 7.639, -0.113], [-1.167, 5.202, 0.414], [-1.646, 5.837, -1.163], [-3.287, 4.075, 0.618], [-3.300, 4.073, -1.172], [1.875, 1.064, 3.083], [1.514, 0.917, 4.263], [0.331, 0.340, 4.666], [0.059, 0.310, 6.000], [1.466, 0.433, 6.626], [2.172, 1.346, 5.559], [-0.377, -0.628, 6.343], [-0.526, 1.219, 6.145], [1.921, -0.542, 6.799], [1.447, 0.926, 7.598], [3.256, 1.280, 5.468], [1.987, 2.420, 5.574], [1.946, -4.287, -2.062], [2.305, -3.308, -3.170], [2.665, -4.008, -4.358], [2.660, -3.290, -5.534], [2.427, -2.076, -5.653], [2.939, -4.161, -6.747], [2.958, -3.461, -7.868], [4.136, -4.705, -6.633], [2.044, -5.133, -6.901], [2.800, -4.910, -1.796], [1.073, -4.845, -2.402], [1.723, -3.813, -1.107], [3.068, -2.589, -2.873], [1.403, -2.704, -3.268]],
  "homo_lumo_gap_ha": [0.0669, 0.0690],
  "homo_ev": [-12.297, -12.296],
  "e_lumo_ev": [-10.477, -10.420],
  "s_squared": 0.757,
  "multiplicity": 2,
  "charge": 2
}

***

[2]
{
  "formula": "C2H4NP",
  "method": "wB97M-V/def2-TZVPD",
  "symbols": ["C", "C", "N", "P", "H", "H", "H", "H"],
  "xyz": [[1.172, 0.125, 0.179], [-0.918, -0.437, 0.375], [1.555, 0.595, -0.909], [-1.845, 0.271, -0.709], [1.804, -0.293, 1.039], [-1.100, -0.758, 1.365], [2.489, 0.676, -1.247], [-3.157, -0.180, -0.092]],
  "homo_lumo_gap_ha": 0.3290,
  "homo_ev": -8.753,
  "e_lumo_ev": 0.201
}

***

[3]
{
  "formula": "C5H7NOS2",
  "method": "wB97M-V/def2-TZVPD",
  "symbols": ["C", "C", "C", "C", "C", "N", "O", "S", "S", "H", "H", "H", "H", "H", "H", "H"],
  "xyz": [[-1.108, 0.275, 0.432], [-1.407, -3.571, 0.484], [0.581, 1.081, -1.028], [-0.337, 2.226, -0.262], [0.278, -0.155, -0.090], [-1.387, 1.552, 0.398], [-1.874, -0.591, 0.943], [0.040, -1.656, -1.010], [-1.784, -2.154, -0.221], [-2.052, -4.376, 0.747], [-0.366, -3.686, 0.777], [0.109, 0.938, -1.925], [1.728, 1.410, -1.040], [0.114, 2.927, 0.419], [-0.750, 2.985, -1.007], [1.168, -0.164, 0.572]],
  "homo_lumo_gap_ha": 0.3149,
  "homo_ev": -8.725,
  "e_lumo_ev": -0.156
}

***

[4]
{
  "formula": "C2H5NO4",
  "method": "wB97M-V/def2-TZVPD",
  "symbols": ["C", "N", "C", "O", "O", "O", "O", "H", "H", "H", "H", "H"],
  "xyz": [[2.413, -0.680, 0.100], [-0.825, 0.531, -0.507], [1.135, -0.014, -0.251], [-2.547, 0.385, 0.818], [0.006, -0.382, 0.295], [-3.645, 0.849, 0.045], [0.932, 0.878, -1.102], [-3.992, 0.022, -0.319], [-1.673, 0.955, 0.400], [2.326, -1.190, 1.058], [2.660, -1.414, -0.671], [3.211, 0.061, 0.134]],
  "homo_lumo_gap_ha": [0.3192, 0.3194],
  "homo_ev": [-9.444, -9.443],
  "e_lumo_ev": [-0.757, -0.751]
}

***

[5]
{
  "formula": "C8H13NO",
  "method": "wB97M-V/def2-TZVPD",
  "symbols": ["C", "C", "C", "C", "C", "N", "O", "H", "H", "H", "H", "H", "H", "H", "C", "C", "C", "H", "H", "H", "H", "H", "H"],
  "xyz": [[-0.092, -2.412, 0.877], [-0.669, -1.696, -0.394], [-1.467, -0.576, 0.045], [-2.328, -0.432, 1.110], [-2.821, 0.863, 0.967], [-2.393, 1.324, -0.180], [-1.519, 0.478, -0.728], [-0.849, -2.887, 1.509], [0.758, -2.933, 0.575], [0.224, -1.576, 1.543], [0.091, -1.475, -1.142], [-1.435, -2.247, -0.798], [-2.563, -1.095, 1.922], [-3.613, 1.417, 1.461], [2.981, 0.523, -1.044], [1.907, 0.955, -0.479], [1.488, 2.392, -0.656], [3.373, -0.471, -0.976], [3.592, 1.338, -1.452], [1.164, 0.356, 0.046], [1.898, 3.173, -0.056], [1.833, 2.621, -1.638], [0.437, 2.359, -0.513]],
  "homo_lumo_gap_ha": 0.3764,
  "homo_ev": -9.311,
  "smiles": "CCc1ccno1.C=CC",
  "e_lumo_ev": 0.931
}

***

[6]
{
  "formula": "C11H8N6O",
  "method": "wB97M-V/def2-TZVPD",
  "symbols": ["N", "N", "C", "N", "N", "N", "O", "C", "C", "C", "C", "C", "C", "C", "C", "C", "N", "C", "H", "H", "H", "H", "H", "H", "H", "H"],
  "xyz": [[-0.440, 4.486, -1.801], [2.742, 2.219, 1.745], [-0.713, 3.330, -1.740], [3.063, 0.298, 0.178], [1.278, -1.130, 2.501], [2.865, 1.293, 1.000], [2.503, -1.137, 3.219], [-0.091, -1.159, 0.362], [-1.056, -2.222, 0.375], [1.190, -1.067, 1.150], [-2.303, 1.416, -1.969], [-0.291, 1.127, -0.700], [-2.791, 0.150, -1.735], [-1.050, 1.972, -1.576], [-0.713, -0.146, -0.399], [-1.966, -0.545, -0.876], [-2.107, -1.784, -0.354], [2.422, -1.021, 0.358], [2.195, -0.876, 4.153], [-1.005, -3.237, 0.893], [-2.785, 1.995, -2.761], [0.520, 1.501, -0.196], [-3.769, -0.224, -1.988], [-3.060, -2.165, -0.245], [2.287, -1.471, -0.587], [3.074, -1.603, 0.994]],
  "homo_lumo_gap_ha": 0.3208,
  "homo_ev": -8.591,
  "e_lumo_ev": 0.138
}

***

For reference, max |F| by record: 6.3, 5.1, 5.1, 1.5, 3.7, 7.3 eV Å⁻¹.